[1]
ORCA calculation (wB97M-V/def2-TZVPD) on one molecule with the formula C22H28N2O3.

Summary:
charge: 0
energy above the lowest of the compared OMol25 structures with the same formula, charge and spin: 1.064 eV
structure (SMILES): COc1ccc(CNC(=O)[C@H](CC(C)C)NC(=O)c2ccccc2C)cc1
Kohn-Sham gap: 9.22 eV
highest occupied orbital energy: -8.5751 eV
2S+1: 1

Each line ends with the Mulliken charge.
Geometry (Å):
C1 -7.00274 -0.92456 1.78665  -0.8180
O1 -6.93301 -0.15825 0.60863  -0.4582
C2 -5.76822 0.48067 0.31452  0.8848
C3 -5.76939 1.23926 -0.85707  -0.5675
C4 -4.63909 1.92565 -1.24729  -0.6090
C5 -3.48276 1.88253 -0.47794  0.4764
C6 -2.22567 2.59780 -0.89925  -1.2138
N1 -1.17488 1.64702 -1.21507  -0.1006
C7 -0.14164 1.40379 -0.38961  0.4297
O2 0.09569 2.04982 0.61242  -0.7176
C8 0.72537 0.21160 -0.79832  -0.5976
C9 0.01518 -1.06870 -0.31935  -1.0031
C10 0.75598 -2.36254 -0.67497  1.4384
C11 0.03138 -3.54704 -0.03782  -1.7186
C12 0.87056 -2.55381 -2.18474  -1.5232
N2 2.01472 0.36693 -0.17369  0.1036
C13 3.17504 0.21836 -0.85419  0.4286
O3 3.21296 -0.18510 -2.00273  -0.6519
C14 4.40264 0.60708 -0.09678  0.7034
C15 5.33775 1.36299 -0.79871  -0.7431
C16 6.50162 1.79435 -0.19391  -0.6197
C17 6.74827 1.45241 1.12494  -0.5291
C18 5.83835 0.67409 1.81594  -0.7312
C19 4.65648 0.23814 1.22693  0.9318
C20 3.72719 -0.62831 2.02581  -1.4110
C21 -3.48515 1.12485 0.68448  -0.4956
C22 -4.61050 0.42685 1.08446  -0.4851
H1 -6.82891 -0.31091 2.67640  0.3314
H2 -6.28774 -1.75360 1.77073  0.3309
H3 -8.01500 -1.32436 1.81819  0.2367
H4 -6.67317 1.27208 -1.44444  0.4235
H5 -4.65782 2.50830 -2.15702  0.3213
H6 -2.41370 3.22967 -1.77145  0.4244
H7 -1.84104 3.21372 -0.08188  0.3388
H8 -1.33587 1.02955 -1.99534  0.3031
H9 0.87440 0.18402 -1.88202  0.4975
H10 -0.98834 -1.09937 -0.75193  0.3735
H11 -0.09206 -1.00551 0.76688  0.3761
H12 1.76824 -2.30982 -0.26144  -0.2257
H13 -0.97500 -3.63693 -0.44223  0.3525
H14 -0.04159 -3.42337 1.04072  0.4079
H15 0.56523 -4.47235 -0.24011  0.4351
H16 1.54725 -1.81959 -2.61316  0.3005
H17 1.27118 -3.54051 -2.40448  0.4508
H18 -0.10509 -2.46736 -2.66023  0.2959
H19 1.99435 0.88664 0.69372  0.3496
H20 5.12926 1.60577 -1.83007  0.4421
H21 7.21368 2.38794 -0.74720  0.3953
H22 7.65482 1.78082 1.61184  0.3884
H23 6.04723 0.39199 2.83848  0.3973
H24 3.16015 -1.29873 1.38595  -0.0127
H25 4.29465 -1.22240 2.73960  0.4905
H26 3.02368 -0.01667 2.59221  0.3281
H27 -2.59101 1.08384 1.28915  0.4674
H28 -4.57392 -0.14877 1.99576  0.3770

=====

[2]
ORCA calculation (wB97M-V/def2-TZVPD) on C13H12BF4N3O12P2Zr as an isolated structure.

Summary:
charge: 0
energy above the lowest of the compared OMol25 structures with the same formula, charge and spin: 0.672 eV
Kohn-Sham gap: 8.26 eV
highest occupied orbital energy: -9.0099 eV
2S+1: 1

Each line ends with the Mulliken charge.
Geometry (Å):
Zr1 -0.80697 0.81100 1.50201  1.4409
C1 3.70770 0.44003 3.99753  -1.6905
C2 2.67600 -0.09959 3.01955  0.8252
O1 3.11215 -1.36267 2.55562  -0.5777
P1 2.43386 1.00297 1.58805  0.8033
O2 3.73433 0.90382 0.72384  -0.5232
O3 2.38988 2.50964 2.02950  -0.5437
O4 1.20188 0.55441 0.81831  -0.5961
P2 0.99996 -0.19529 3.80695  1.0958
O5 0.30458 -1.26687 2.78107  -0.4108
O6 0.97663 -0.59391 5.20792  -0.7525
O7 0.30805 1.10127 3.30225  -0.5413
H1 4.67808 0.52149 3.50847  0.4499
H2 3.77868 -0.25528 4.83194  0.3744
H3 3.41992 1.41720 4.38405  0.3953
H4 2.36214 -1.83520 2.17088  0.3909
H5 3.67635 1.28858 -0.15922  0.3906
H6 1.58466 2.73870 2.52589  0.4396
H7 -0.25138 -1.92212 3.22586  0.2722
O8 -0.65123 2.78017 0.92890  -0.2870
N1 0.07311 3.06475 -0.15615  -0.2710
C3 -0.27625 4.13905 -0.75922  0.8601
C4 -1.37526 4.97099 -0.33239  0.1074
N2 -2.25248 5.63086 0.00117  -0.4214
C5 0.49216 4.51842 -1.91836  -0.0832
N3 1.10726 4.82637 -2.83667  -0.4134
O9 -1.60783 -1.04707 0.75577  -0.9598
C6 -1.82314 -0.56565 -0.41822  1.9387
O10 -1.31520 0.57153 -0.65447  -0.7610
C7 -2.63124 -1.28961 -1.39546  -0.2616
C8 -2.86057 -0.71515 -2.63937  -0.5384
C9 -3.64688 -1.36077 -3.59272  -1.0151
C10 -4.17331 -2.57675 -3.23007  0.9780
O11 -4.96086 -3.39163 -3.97472  -0.4878
C11 -5.29045 -4.50946 -3.14015  -0.2311
O12 -4.58230 -4.35558 -1.91097  -0.4955
C12 -3.94390 -3.14988 -1.98679  0.8676
C13 -3.17988 -2.53582 -1.03879  -1.0312
H8 -2.41998 0.24743 -2.85671  0.5205
H9 -3.83882 -0.93091 -4.56479  0.4358
H10 -4.97266 -5.42798 -3.63186  0.2477
H11 -6.36401 -4.50766 -2.94639  0.2615
H12 -3.00217 -2.96777 -0.06498  0.5194
F1 -3.05845 1.32008 1.39044  -0.3046
B1 -3.08476 1.33918 2.85010  0.3447
F2 -2.20954 2.36407 3.18002  -0.2579
F3 -2.29183 0.12076 3.10332  -0.2498
F4 -4.29710 1.32417 3.39526  -0.2539

=====

[3]
ORCA calculation (wB97M-V/def2-TZVPD) on C24H24ClDyN3O2P as an isolated structure.

Summary:
charge: +2
Kohn-Sham gap (spin up / spin down): 6.88 / 6.99 eV
highest occupied orbital energy (spin up / spin down): -13.9490 / -13.9419 eV
2S+1: 6

Each line ends with the Mulliken charge.
Geometry (Å):
Dy1 -0.88288 -0.51712 0.56568  0.3916
Cl1 -1.48992 -2.91294 0.43442  -0.4054
C1 1.47285 -0.51008 0.06921  0.4741
O1 2.59566 -0.28292 -0.06974  -0.1521
P1 -0.15261 0.08030 -2.35834  0.7227
C2 0.46666 1.61200 -3.16931  0.6104
C3 0.90182 -1.19043 -3.15649  0.5917
C4 -1.72885 -0.20541 -3.25539  0.9418
C5 0.39472 -2.48998 -3.34320  -0.4503
C6 1.19394 -3.47206 -3.92965  -0.7195
C7 2.52723 -3.19551 -4.26636  -0.4886
C8 3.05617 -1.92632 -4.00253  -0.6656
C9 2.25146 -0.93050 -3.43880  -0.1012
H1 -0.64016 -2.72439 -3.07503  0.3841
H2 0.75968 -4.44688 -4.16057  0.4198
H3 3.13765 -3.95759 -4.75486  0.4107
H4 4.08684 -1.69659 -4.27607  0.4232
H5 2.65250 0.07135 -3.26841  0.3877
C10 1.44365 2.35863 -2.47860  -0.3495
C11 1.97543 3.52374 -3.04273  -0.6859
C12 1.52852 3.97748 -4.28992  -0.5671
C13 0.55278 3.24125 -4.97342  -0.6456
C14 0.01704 2.07482 -4.41438  -0.4371
H6 1.77272 2.03297 -1.48864  0.2935
H7 2.74070 4.08612 -2.50334  0.4207
H8 1.93828 4.88698 -4.73916  0.3986
H9 0.19506 3.56015 -5.95279  0.4248
H10 -0.74623 1.52298 -4.96387  0.4233
C15 -1.78268 -0.62291 -4.59309  -0.2284
C16 -3.02052 -0.85455 -5.21080  -0.7563
C17 -4.20566 -0.68398 -4.48411  -0.5775
C18 -4.15019 -0.27169 -3.14730  -0.7770
C19 -2.92433 0.00014 -2.53601  -0.6159
H11 -0.85770 -0.75675 -5.16135  0.5554
H12 -3.03876 -1.15664 -6.25946  0.4228
H13 -5.16634 -0.85355 -4.97750  0.4143
H14 -5.07694 -0.13622 -2.58686  0.4126
H15 -2.90025 0.39908 -1.51236  0.1623
H16 0.29749 4.28464 -0.19240  -0.0598
H17 -0.41945 4.36217 -0.39157  0.0617
C20 -0.77183 2.14749 4.75822  -1.0045
N1 -0.28178 0.81532 4.36097  0.0542
C21 0.26360 -0.00362 5.31426  -0.1608
C22 0.70862 -1.24664 4.98146  -0.9875
C23 0.54383 -1.67047 3.64961  0.9392
N2 0.01260 -0.84565 2.71292  -0.0420
C24 -0.46343 0.36703 3.11096  0.7406
O2 -1.10190 1.02087 2.18998  -0.6955
N3 0.85284 -2.90084 3.21335  -0.2575
H18 -1.65822 2.03236 5.39122  0.3695
H19 -1.00679 2.72013 3.86236  0.3333
H20 0.02457 2.61000 5.34486  0.3732
H21 0.28914 0.45344 6.29628  0.4933
H22 1.13487 -1.91641 5.71656  0.4036
H23 1.22939 -3.57698 3.85956  0.2551
H24 0.55118 -3.23360 2.31083  0.1209

=====

[4]
ORCA calculation (wB97M-V/def2-TZVPD) on a 2-piece molecular cluster, C4H6N2O overall.

Summary:
charge: 0
energy above the lowest of the compared OMol25 structures with the same formula, charge and spin: 2.765 eV
structure (SMILES): c1cn[nH]c1.C=O
Kohn-Sham gap: 10.36 eV
highest occupied orbital energy: -9.4188 eV
2S+1: 1

Each line ends with the Mulliken charge.
Geometry (Å):
C1 2.17030 0.00314 0.45031  -0.5099
C2 1.20811 -1.00223 0.23217  -0.3202
N1 0.01202 -0.53717 -0.00664  -0.5131
N2 0.16218 0.78422 -0.20519  0.2085
C3 1.43886 1.14183 0.02737  -0.1101
H1 3.27620 -0.15785 0.35583  0.2803
H2 1.37204 -2.04462 0.46507  0.3921
H3 -0.57614 1.44687 -0.44799  0.2260
H4 1.89706 2.20447 -0.04939  0.3237
C4 -2.73306 -0.44845 -0.14265  -0.0035
O1 -2.99586 0.64737 0.29025  -0.4624
H5 -2.02241 -0.65554 -1.02538  0.1935
H6 -3.20930 -1.38206 0.05625  0.2952

=====

[5]
ORCA calculation (wB97M-V/def2-TZVPD) on a 2-piece molecular cluster, C2H3I2NO overall.

Summary:
charge: 0
energy above the lowest of the compared OMol25 structures with the same formula, charge and spin: 4.003 eV
Kohn-Sham gap (spin up / spin down): 7.96 / 7.85 eV
highest occupied orbital energy (spin up / spin down): -9.2529 / -8.7339 eV
2S+1: 1

Each line ends with the Mulliken charge.
Geometry (Å):
C1 -0.26398 0.55275 0.43332  0.8865
C2 0.88377 -0.09719 -0.40232  -0.8360
N1 -1.33481 -0.11446 0.76965  -0.3827
O1 0.08811 1.65087 0.82113  -0.5640
I1 2.75868 0.78762 -0.37511  0.2085
I2 1.07560 -2.20868 -0.32480  0.0952
H1 0.43972 0.09392 -2.43852  0.1476
H2 -1.47983 -0.87945 0.14263  0.1683
H3 -2.16727 0.21463 1.37403  0.2766

=====

[6]
ORCA calculation (wB97M-V/def2-TZVPD) on a 4-piece molecular cluster, C25H49N4O7 overall.

Summary:
charge: +1
energy above the lowest of the compared OMol25 structures with the same formula, charge and spin: 13.627 eV
Kohn-Sham gap: 8.87 eV
highest occupied orbital energy: -11.3217 eV
2S+1: 1

Each line ends with the Mulliken charge.
Geometry (Å):
C1 -5.47308 3.29255 -3.62621  -1.0990
C2 -4.18461 2.37192 -3.13157  -0.2597
C3 -2.81239 2.65863 -4.04412  -0.4585
C4 -1.47709 2.82369 -3.10890  -0.5413
N1 -0.54576 1.63253 -3.09542  0.8006
C5 0.51838 1.88150 -4.15075  -0.5363
C6 1.80756 0.87140 -4.08025  -0.1312
O1 2.78283 1.21614 -5.16474  -0.3729
C7 2.50162 0.45021 -6.38840  0.2721
O2 3.24706 0.77788 -7.47977  -0.4742
C8 -1.21889 0.28574 -3.23751  -0.6999
O3 -2.23158 -0.00921 -2.19594  -0.3044
C9 -2.36465 -1.49999 -2.08350  -0.5177
C10 -1.29409 -2.09285 -0.96185  0.6692
O4 -1.68536 -1.70403 0.43387  -0.3612
C11 -1.10743 -2.81005 1.25908  -0.1965
C12 -1.03785 -2.46579 2.86348  -0.8704
C13 0.10668 1.62884 -1.69667  -0.9843
O5 0.96735 2.81025 -1.52433  -0.2605
C14 0.99803 3.28422 -0.13203  -0.5044
C15 2.08450 2.49129 0.81290  -0.3149
O6 1.44634 2.14556 2.09274  -0.2890
C16 2.42536 1.52647 3.00927  -0.3391
C17 1.97634 1.66860 4.59974  -0.4806
O7 1.79895 0.30368 5.13128  -0.2780
C18 1.29288 0.35989 6.52282  -0.3079
C19 1.57719 -1.08850 7.26235  -0.7582
H1 -5.75558 2.97862 -4.72248  0.3026
H2 -5.27061 4.45899 -3.52337  0.3005
H3 -6.39662 3.08132 -2.90192  0.3307
H4 -4.00994 2.67740 -1.99067  0.2064
H5 -4.44384 1.20781 -3.08702  0.1746
H6 -2.70253 1.91688 -4.94567  0.3087
H7 -3.00847 3.72970 -4.53375  0.3287
H8 -1.86590 3.06975 -2.00751  0.2579
H9 -0.93727 3.82864 -3.46106  0.3394
H10 0.00011 1.77677 -5.21917  0.4325
H11 0.95954 2.98691 -4.12821  0.2864
H12 1.55039 -0.27051 -4.17780  0.3376
H13 2.44134 0.96923 -3.07305  0.0505
H14 1.68706 -0.39030 -6.37399  0.3083
H15 -0.38290 -0.55717 -3.10975  0.4366
H16 -1.64741 0.10915 -4.33771  0.2636
H17 -3.43793 -1.70620 -1.66112  0.3441
H18 -2.15321 -2.04949 -3.10283  0.3155
H19 -0.22579 -1.58419 -1.11928  -0.0299
H20 -1.12198 -3.25254 -1.05072  -0.3044
H21 -0.02504 -3.11124 0.87666  0.2805
H22 -1.84802 -3.72260 1.10667  0.2463
H23 -0.31732 -3.24175 3.40988  0.2964
H24 -2.13446 -2.63086 3.30151  0.2839
H25 -0.71986 -1.34834 3.01697  0.1835
H26 0.74333 0.64475 -1.50749  0.2618
H27 -0.71848 1.63480 -0.83400  0.5553
H28 1.34530 4.42545 -0.17580  0.3338
H29 -0.04011 3.28895 0.41316  0.3156
H30 2.55903 1.53974 0.27234  0.2669
H31 2.96649 3.23195 1.03216  0.3365
H32 2.45538 0.38290 2.74800  0.2672
H33 3.48280 2.01643 2.87463  0.2657
H34 0.94481 2.22539 4.67404  0.2794
H35 2.75030 2.30815 5.20848  0.2852
H36 0.12852 0.54969 6.56889  0.2810
H37 1.88386 1.19307 7.09850  0.2645
H38 1.23635 -0.99077 8.39001  0.1656
H39 0.94799 -1.90882 6.67282  0.1844
H40 2.73565 -1.29938 7.23305  0.2875
C20 -1.45043 -6.76653 -3.00684  -0.8052
C21 -1.00676 -5.97834 -1.78523  0.4645
N2 -0.63881 -5.32449 -0.77185  -0.5833
H41 -1.49730 -7.83215 -2.76611  0.2998
H42 -2.43994 -6.43020 -3.32838  0.2644
H43 -0.74031 -6.61714 -3.82490  0.2801
C22 5.16795 -1.68789 -3.88202  -0.5118
C23 4.27998 -2.85460 -3.48112  0.3579
N3 3.54341 -3.82241 -3.14848  -0.4424
H44 4.57735 -0.76881 -3.92882  0.0557
H45 5.96878 -1.55964 -3.14864  0.2794
H46 5.61102 -1.87685 -4.86375  0.2771
C24 -0.34000 -0.04000 11.51405  -0.7785
C25 -0.85979 0.33262 10.13514  0.4165
N4 -1.29103 0.64165 8.99130  -0.4671
H47 -0.90444 0.49542 12.28244  0.3265
H48 -0.45023 -1.11577 11.67589  0.2702
H49 0.71726 0.22631 11.59834  0.2628

=====

[7]
ORCA calculation (wB97M-V/def2-TZVPD) on a 3-piece molecular cluster, C5H12O2 overall.

Summary:
charge: 0
energy above the lowest of the compared OMol25 structures with the same formula, charge and spin: 2.163 eV
structure (SMILES): C=C/C=C/C.O.O
Kohn-Sham gap: 8.97 eV
highest occupied orbital energy: -8.5823 eV
2S+1: 1

Each line ends with the Mulliken charge.
Geometry (Å):
C1 2.35827 -1.53877 0.77602  -0.7664
C2 2.34100 -0.43761 0.02114  -0.1006
C3 1.52386 0.76060 0.31689  0.0071
C4 0.53302 0.81042 1.20542  -0.1857
C5 -0.57773 1.79532 1.30796  -1.1361
H1 3.14798 -2.26600 0.63962  0.2479
H2 1.59550 -1.74798 1.51082  0.2055
H3 3.07316 -0.38371 -0.77576  0.3034
H4 1.65716 1.61616 -0.33851  0.3196
H5 0.46031 0.00087 1.92454  0.2435
H6 -0.77344 2.16059 2.31606  0.3108
H7 -1.45706 1.18866 1.08603  0.2056
H8 -0.59876 2.60996 0.58597  0.3506
O1 -2.32596 -2.24025 -0.96223  -0.6346
H9 -2.50967 -1.50784 -0.35508  0.2873
H10 -2.48697 -1.85711 -1.83535  0.3545
O2 -2.11500 0.02470 -2.66565  -0.6429
H11 -1.28365 0.50022 -2.79347  0.3155
H12 -2.56202 0.51177 -1.96443  0.3150

=====

[8]
ORCA calculation (wB97M-V/def2-TZVPD) on C2H2N4O2 as an isolated structure.

Summary:
charge: 0
energy above the lowest of the compared OMol25 structures with the same formula, charge and spin: 7.832 eV
Kohn-Sham gap: 9.87 eV
highest occupied orbital energy: -10.2342 eV
2S+1: 1

Each line ends with the Mulliken charge.
Geometry (Å):
C1 -0.54187 -0.45117 0.74387  -0.2132
C2 -0.19174 0.04875 -0.60393  0.7755
H1 1.25901 -0.06252 2.94369  0.4568
H2 -1.66168 -0.60840 1.03556  0.2794
N1 0.11759 -0.65058 1.73465  -0.3058
N2 0.78466 0.80888 -0.98461  -0.2034
N3 0.55689 1.04491 -2.32328  -0.2545
N4 -0.61728 0.56747 -2.65334  -0.0082
O1 1.40796 -0.52795 1.73774  -0.4143
O2 -1.11354 -0.16940 -1.63035  -0.1123